20 unconnected molecules or ions with the total composition C120H100F20 in a non-equilibrium geometry. Source: the OMol25 dataset; level of theory: ωB97M-V with the def2-TZVPD basis set.

Computed properties:
Lowest unoccupied orbital energy in eV: 0.41
Frontier orbital gap in eV: 9.267
DFT total energy in eV: -180405.1682
Highest occupied orbital energy in eV: -8.855
Relative energy (zero: lowest compared OMol25 entry of this formula, charge and spin) in kJ/mol: 360.0

Structure (ORCA input):
```
! wB97M-V def2-TZVPD RIJCOSX def2/J DEFGRID3
* xyz 0 1
F -7.325 -5.969 4.343
C -7.922 -4.761 4.218
C -7.654 -3.715 5.089
C -8.280 -2.478 4.924
C -9.124 -2.343 3.855
C -9.427 -3.330 2.929
C -8.773 -4.523 3.119
H -6.923 -4.008 5.827
H -8.191 -1.650 5.612
H -9.738 -1.455 3.874
H -10.216 -3.340 2.191
H -9.000 -5.381 2.505
F -14.089 -4.476 9.260
C -15.252 -4.486 9.975
C -16.459 -4.675 9.281
C -17.655 -4.718 9.924
C -17.620 -4.459 11.316
C -16.434 -4.265 12.031
C -15.263 -4.307 11.347
H -16.290 -4.787 8.220
H -18.612 -4.978 9.496
H -18.535 -4.571 11.879
H -16.517 -4.176 13.104
H -14.348 -4.161 11.902
F -6.908 0.630 5.668
C -6.227 1.036 4.616
C -5.006 1.678 4.843
C -4.283 2.232 3.731
C -4.860 2.051 2.484
C -6.048 1.405 2.277
C -6.690 0.830 3.322
H -4.647 1.830 5.849
H -3.316 2.700 3.837
H -4.322 2.525 1.676
H -6.349 1.268 1.249
H -7.570 0.222 3.170
F -9.798 7.016 16.731
C -9.644 6.104 15.776
C -10.272 4.835 15.704
C -10.014 3.942 14.654
C -8.929 4.259 13.821
C -8.262 5.470 13.938
C -8.669 6.407 14.869
H -11.127 4.647 16.336
H -10.586 3.040 14.495
H -8.555 3.512 13.136
H -7.470 5.743 13.256
H -8.081 7.291 15.066
F -7.287 1.295 14.754
C -7.630 1.500 16.022
C -8.614 0.605 16.586
C -8.993 0.818 17.912
C -8.464 1.878 18.619
C -7.373 2.581 18.087
C -7.016 2.508 16.767
H -8.824 -0.215 15.915
H -9.749 0.251 18.435
H -8.889 2.052 19.596
H -6.917 3.343 18.701
H -6.321 3.148 16.243
F -15.139 -6.939 13.018
C -13.932 -7.337 12.967
C -12.908 -6.369 13.330
C -11.570 -6.763 13.220
C -11.305 -8.096 12.820
C -12.270 -9.011 12.521
C -13.578 -8.588 12.579
H -13.099 -5.411 13.789
H -10.715 -6.145 13.452
H -10.294 -8.466 12.903
H -11.936 -10.011 12.284
H -14.358 -9.251 12.235
F -4.720 0.631 8.711
C -5.196 1.957 8.803
C -6.506 2.148 8.690
C -7.151 3.339 8.926
C -6.418 4.513 9.124
C -5.059 4.372 9.199
C -4.419 3.111 9.126
H -7.126 1.338 8.334
H -8.224 3.402 8.824
H -7.004 5.418 9.192
H -4.412 5.220 9.371
H -3.367 2.959 9.321
F -13.514 -1.467 6.625
C -14.850 -1.517 6.531
C -15.389 -1.697 5.271
C -16.739 -1.834 5.173
C -17.508 -1.738 6.287
C -17.010 -1.694 7.574
C -15.635 -1.510 7.670
H -14.724 -1.525 4.437
H -17.065 -1.958 4.150
H -18.575 -1.884 6.196
H -17.753 -1.675 8.358
H -15.199 -1.515 8.658
F -11.412 -9.589 6.389
C -11.464 -8.650 5.419
C -11.988 -7.379 5.718
C -12.037 -6.478 4.634
C -11.578 -6.860 3.294
C -11.069 -8.142 3.048
C -11.049 -9.027 4.142
H -12.396 -7.101 6.679
H -12.376 -5.463 4.781
H -11.571 -6.145 2.485
H -10.716 -8.511 2.097
H -10.752 -10.060 4.033
F -9.357 6.684 9.363
C -10.518 6.145 9.867
C -10.505 5.059 10.767
C -11.653 4.410 10.996
C -12.871 4.826 10.446
C -12.910 5.939 9.564
C -11.674 6.565 9.270
H -9.580 4.677 11.174
H -11.793 3.484 11.534
H -13.860 4.432 10.629
H -13.890 6.194 9.188
H -11.718 7.409 8.598
F -6.804 -1.262 10.830
C -6.608 -2.427 10.091
C -7.337 -3.581 10.391
C -7.042 -4.780 9.828
C -5.958 -4.837 8.931
C -5.358 -3.694 8.509
C -5.695 -2.440 9.073
H -8.113 -3.526 11.140
H -7.434 -5.734 10.148
H -5.789 -5.862 8.636
H -4.569 -3.760 7.775
H -5.107 -1.612 8.707
F -15.874 5.454 5.498
C -15.937 4.814 6.624
C -16.712 5.334 7.647
C -16.758 4.674 8.804
C -15.989 3.571 9.025
C -15.109 3.052 8.024
C -15.110 3.675 6.814
H -17.318 6.192 7.393
H -17.366 5.098 9.589
H -16.037 3.017 9.950
H -14.559 2.136 8.179
H -14.575 3.378 5.923
F -13.732 1.051 3.415
C -12.412 1.332 3.648
C -11.719 2.283 2.803
C -10.418 2.676 3.128
C -9.782 2.035 4.162
C -10.378 0.989 4.934
C -11.737 0.669 4.655
H -12.288 2.783 2.033
H -10.023 3.534 2.604
H -8.788 2.340 4.457
H -9.907 0.570 5.811
H -12.341 0.069 5.318
F -9.491 -2.439 15.035
C -10.403 -2.981 15.911
C -9.827 -3.340 17.117
C -10.566 -4.102 18.046
C -11.885 -4.343 17.719
C -12.490 -3.909 16.504
C -11.741 -3.222 15.603
H -8.841 -2.937 17.291
H -10.309 -4.377 19.058
H -12.472 -4.788 18.508
H -13.532 -4.131 16.324
H -12.168 -2.813 14.700
F -7.806 -7.878 6.662
C -8.803 -7.457 7.507
C -9.504 -6.256 7.274
C -10.315 -5.748 8.306
C -10.665 -6.524 9.414
C -10.054 -7.781 9.598
C -9.083 -8.198 8.679
H -9.278 -5.695 6.379
H -10.699 -4.757 8.111
H -11.408 -6.144 10.099
H -10.400 -8.522 10.304
H -8.533 -9.119 8.808
F -4.963 5.100 13.949
C -4.227 4.097 13.496
C -2.891 3.959 13.939
C -2.147 2.880 13.491
C -2.650 2.073 12.527
C -4.015 2.097 12.184
C -4.808 3.124 12.652
H -2.582 4.656 14.704
H -1.152 2.895 13.910
H -1.895 1.465 12.052
H -4.339 1.343 11.481
H -5.842 3.232 12.357
F -17.404 0.162 15.792
C -17.747 -0.213 14.555
C -16.748 -0.554 13.620
C -17.119 -0.814 12.312
C -18.444 -0.922 11.977
C -19.394 -0.637 12.931
C -19.074 -0.317 14.207
H -15.695 -0.634 13.843
H -16.375 -1.114 11.589
H -18.789 -1.253 11.009
H -20.421 -0.703 12.603
H -19.848 -0.035 14.905
F -17.664 -9.807 6.837
C -16.617 -9.360 7.511
C -16.782 -8.445 8.507
C -15.749 -8.001 9.311
C -14.475 -8.409 8.882
C -14.248 -9.348 7.870
C -15.302 -9.891 7.213
H -17.822 -8.206 8.670
H -15.900 -7.317 10.134
H -13.628 -8.117 9.485
H -13.226 -9.658 7.711
H -14.976 -10.562 6.432
F -11.988 -3.131 12.499
C -11.431 -2.352 11.515
C -10.628 -1.318 11.763
C -10.059 -0.529 10.765
C -10.500 -0.775 9.423
C -11.297 -1.919 9.185
C -11.756 -2.610 10.258
H -10.363 -0.912 12.728
H -9.572 0.383 11.077
H -10.138 -0.105 8.657
H -11.397 -2.160 8.137
H -12.349 -3.458 9.947
F -13.348 1.991 13.274
C -13.415 2.252 14.623
C -12.987 1.267 15.528
C -13.006 1.515 16.915
C -13.466 2.754 17.437
C -13.921 3.663 16.509
C -13.908 3.446 15.143
H -12.592 0.375 15.064
H -12.600 0.733 17.539
H -13.506 2.862 18.511
H -14.321 4.638 16.743
H -14.243 4.140 14.386
*
```



A molecular structure, C31H35CaP2S4Sb. Source: the OMol25 dataset; level of theory: ωB97M-V with the def2-TZVPD basis set.

Computed properties:
Lowest unoccupied orbital energy in eV: 3.59
Frontier orbital gap in eV: 5.099
DFT total energy in eV: -119614.5024
Highest occupied orbital energy in eV: -1.512
Relative energy (zero: lowest compared OMol25 entry of this formula, charge and spin) in kJ/mol: 0.0

Structure (ORCA input):
```
! wB97M-V def2-TZVPD RIJCOSX def2/J DEFGRID3
* xyz -2 1
Ca -2.891 0.360 -1.810
C 0.373 2.307 0.318
C -0.446 2.077 1.591
P -1.180 0.387 1.718
C 0.033 -0.534 2.797
C 1.177 -0.030 3.410
C 1.982 -0.833 4.213
C 1.645 -2.159 4.438
C 0.497 -2.674 3.846
C -0.285 -1.875 3.029
C -2.431 0.634 3.039
C -3.665 0.008 2.895
C -4.641 0.156 3.872
C -4.386 0.926 4.998
C -3.155 1.556 5.146
C -2.182 1.410 4.168
C 1.739 1.566 0.275
P 2.073 0.680 -1.316
C 3.906 0.483 -1.232
C 4.658 0.545 -0.059
C 6.035 0.372 -0.082
C 6.687 0.126 -1.283
C 5.954 0.062 -2.459
C 4.578 0.249 -2.432
C 1.592 -1.048 -0.912
C 0.590 -1.626 -1.688
C 0.133 -2.913 -1.422
C 0.713 -3.651 -0.404
C 1.733 -3.095 0.355
C 2.156 -1.797 0.117
H 0.571 3.378 0.231
H -0.250 2.061 -0.548
H -1.327 2.723 1.580
H 0.148 2.349 2.467
H 1.464 1.005 3.268
H 2.870 -0.413 4.671
H 2.267 -2.783 5.068
H 0.217 -3.708 4.013
H -1.172 -2.288 2.560
H -3.888 -0.542 1.986
H -5.617 -0.281 3.709
H -5.160 1.066 5.744
H -2.958 2.171 6.017
H -1.224 1.904 4.293
H 1.822 0.862 1.107
H 2.551 2.286 0.393
H 4.165 0.730 0.889
H 6.600 0.421 0.841
H 7.761 -0.014 -1.301
H 6.454 -0.125 -3.402
H 4.007 0.209 -3.353
H 0.153 -1.046 -2.498
H -0.678 -3.334 -2.005
H 0.359 -4.652 -0.191
H 2.177 -3.662 1.163
H 2.925 -1.367 0.750
S -7.265 0.779 1.252
Sb -5.662 0.666 -0.377
S -4.564 -1.449 -0.542
S -3.759 2.079 0.054
S -6.242 1.180 -2.541
C -1.115 1.440 -6.353
C -1.191 0.593 -5.073
C -1.699 -0.798 -5.463
C -2.051 1.215 -3.961
H -0.430 1.020 -7.103
H -0.789 2.456 -6.119
H -2.110 1.512 -6.805
H -0.154 0.496 -4.713
H -2.759 -0.732 -5.730
H -1.623 -1.512 -4.644
H -1.158 -1.216 -6.320
H -3.031 1.445 -4.418
H -1.622 2.205 -3.723
*
```



A molecular structure, CN2O2 in a non-equilibrium geometry. Source: the OMol25 dataset; level of theory: ωB97M-V with the def2-TZVPD basis set.

Computed properties:
Lowest unoccupied orbital energy in eV: -1.62
Frontier orbital gap in eV: 10.463
DFT total energy in eV: -8105.9703
Highest occupied orbital energy in eV: -12.082
Relative energy (zero: lowest compared OMol25 entry of this formula, charge and spin) in kJ/mol: 753.8

Structure (ORCA input):
```
! wB97M-V def2-TZVPD RIJCOSX def2/J DEFGRID3
* xyz 0 1
C -0.641 0.859 0.173
N -1.190 1.689 0.719
N 0.462 -0.673 -0.282
O 0.570 -0.929 -1.416
O 0.799 -0.947 0.807
*
```



A molecular structure, C3H4O5Rb in a non-equilibrium geometry. Source: the OMol25 dataset; level of theory: ωB97M-V with the def2-TZVPD basis set.

Computed properties:
Lowest unoccupied orbital energy in eV: 1.48
Frontier orbital gap in eV: 4.860
DFT total energy in eV: -14067.4396
Highest occupied orbital energy in eV: -3.378
Relative energy (zero: lowest compared OMol25 entry of this formula, charge and spin) in kJ/mol: 257.3

Structure (ORCA input):
```
! wB97M-V def2-TZVPD RIJCOSX def2/J DEFGRID3
* xyz -1 1
C 1.433 0.771 -1.084
C 1.958 -0.232 -0.353
O 1.400 -0.839 0.764
C 0.190 -1.476 0.774
O -0.328 -1.601 1.902
O -0.446 -1.565 -0.307
O 0.165 0.988 -1.402
H 2.167 1.318 -1.697
H 2.940 -0.634 -0.601
H -0.736 1.088 -0.537
O -2.455 1.155 0.371
H -2.650 2.094 0.366
Rb -3.638 -1.065 1.803
*
```



A molecular structure, C41H43AsN11NaO5S in a non-equilibrium geometry. Source: the OMol25 dataset; level of theory: ωB97M-V with the def2-TZVPD basis set.

Computed properties:
Lowest unoccupied orbital energy in eV: -0.60
Frontier orbital gap in eV: 6.490
DFT total energy in eV: -145929.6296
Highest occupied orbital energy in eV: -7.088
Relative energy (zero: lowest compared OMol25 entry of this formula, charge and spin) in kJ/mol: 91.0

Structure (ORCA input):
```
! wB97M-V def2-TZVPD RIJCOSX def2/J DEFGRID3
* xyz 0 1
Na 0.373 0.241 0.132
C -3.798 0.994 -1.498
C -2.462 0.341 -1.248
N -1.798 0.472 -0.154
N -2.261 1.176 0.879
C -1.417 1.190 1.920
O -0.293 0.645 1.938
C -1.880 1.967 3.098
C -1.020 2.076 4.187
C -1.340 2.889 5.255
C -2.532 3.596 5.252
C -3.421 3.445 4.198
C -3.102 2.631 3.127
C -1.832 -0.479 -2.266
C -2.403 -0.628 -3.540
C -1.740 -1.358 -4.504
C -0.534 -1.961 -4.175
C -0.071 -1.810 -2.879
N -0.675 -1.086 -1.955
H -4.076 1.531 -0.595
H -4.565 0.253 -1.723
H -3.737 1.702 -2.324
H -0.098 1.515 4.158
H -0.653 2.981 6.083
H -2.768 4.266 6.068
H -4.362 3.976 4.208
H -3.782 2.509 2.299
H -3.347 -0.164 -3.768
H -2.151 -1.461 -5.500
H 0.029 -2.524 -4.905
H 0.845 -2.299 -2.570
C -1.821 -2.413 5.585
C -2.518 -1.525 4.784
C -2.257 -1.464 3.428
C -1.293 -2.273 2.837
C -0.554 -3.110 3.668
C -0.831 -3.199 5.021
As -0.917 -2.112 0.921
C -0.019 -3.848 0.704
C 1.159 -3.883 -0.030
C 1.870 -5.060 -0.194
C 1.394 -6.236 0.360
C 0.207 -6.224 1.073
C -0.485 -5.040 1.249
C -2.683 -2.677 0.279
C -3.799 -1.883 0.524
C -5.056 -2.243 0.074
C -5.227 -3.409 -0.651
C -4.123 -4.193 -0.938
C -2.866 -3.824 -0.488
H -2.040 -2.483 6.641
H -3.269 -0.876 5.214
H -2.798 -0.745 2.828
H 0.254 -3.707 3.258
H -0.268 -3.886 5.637
H 1.512 -2.960 -0.478
H 2.795 -5.064 -0.755
H 1.943 -7.158 0.235
H -0.178 -7.142 1.494
H -1.407 -5.037 1.821
H -3.686 -0.948 1.057
H -5.906 -1.611 0.294
H -6.210 -3.702 -0.992
H -4.243 -5.103 -1.511
H -2.016 -4.447 -0.741
N 2.910 4.022 -2.780
N 1.974 3.551 -1.911
N 1.524 4.265 -0.914
C 0.716 3.405 -0.307
N 0.688 2.236 -0.941
N 1.492 2.341 -1.951
H 3.025 5.019 -2.633
H 2.689 3.789 -3.743
H 0.146 3.640 0.565
C 7.172 2.601 -2.396
C 7.211 1.147 -1.978
S 6.607 1.046 -0.253
O 7.518 1.782 0.575
O 5.220 1.433 -0.237
C 6.785 -0.722 0.183
C 5.762 -1.633 -0.479
N 4.438 -1.422 0.046
C 3.411 -0.784 -0.561
N 2.372 -0.671 0.240
C 2.705 -1.241 1.410
C 3.993 -1.730 1.323
N 4.680 -2.509 2.258
O 4.097 -2.756 3.302
O 5.810 -2.914 1.981
C 3.409 -0.288 -1.951
H 7.559 2.730 -3.405
H 7.773 3.187 -1.704
H 6.148 2.969 -2.356
H 8.225 0.755 -1.967
H 6.559 0.529 -2.588
H 6.717 -0.790 1.266
H 7.801 -0.974 -0.108
H 6.048 -2.673 -0.285
H 5.721 -1.462 -1.557
H 2.021 -1.283 2.233
H 3.938 0.662 -1.976
H 2.380 -0.120 -2.246
H 3.883 -0.991 -2.634
*
```



14 unconnected molecules or ions with the total composition C2H34NO13S in a non-equilibrium geometry. Source: the OMol25 dataset; level of theory: ωB97M-V with the def2-TZVPD basis set.

Computed properties:
Lowest unoccupied orbital energy in eV: -2.52
Frontier orbital gap in eV: 9.320
DFT total energy in eV: -41561.0419
Highest occupied orbital energy in eV: -11.839
Relative energy (zero: lowest compared OMol25 entry of this formula, charge and spin) in kJ/mol: 298.3

Structure (ORCA input):
```
! wB97M-V def2-TZVPD RIJCOSX def2/J DEFGRID3
* xyz 1 1
C 0.429 1.375 0.358
C 0.628 2.758 0.044
S 2.331 3.467 0.470
N 0.944 0.834 1.683
H 0.795 0.906 -0.568
H -0.555 0.905 0.208
H -0.149 3.360 0.440
H 0.707 2.996 -1.062
H 2.037 4.303 1.452
H 2.003 0.350 1.540
H 0.381 0.019 2.017
H 0.885 1.522 2.525
H -3.787 1.342 -3.120
H -2.454 1.119 -2.621
O -3.399 1.029 -2.298
H -0.452 4.155 2.753
H -1.494 2.975 2.767
O -0.652 3.283 3.210
H -0.678 -2.229 -3.334
H -1.334 -1.025 -2.637
O -0.562 -1.373 -2.927
H -0.050 0.894 -3.691
H -0.879 1.104 -4.804
O -0.601 1.616 -3.895
H 3.462 0.076 -0.301
H 2.293 -0.288 -1.403
O 2.637 -0.441 -0.470
H -3.289 -0.891 -1.331
H -3.584 -2.368 -1.838
O -2.907 -1.817 -1.294
H -1.431 -0.066 2.748
H -2.311 -0.080 1.644
O -1.390 0.147 1.836
H 3.187 -0.182 3.012
H 3.761 -0.952 1.687
O 2.969 -0.686 2.209
H -0.701 -3.677 0.729
H -0.934 -2.536 -0.180
O -0.299 -3.026 0.316
H -0.240 -2.432 2.806
H 0.604 -2.486 4.099
O 0.259 -1.898 3.381
H 1.671 -0.692 -3.170
H 2.201 0.380 -4.136
O 1.606 0.315 -3.311
H 3.559 -2.847 -0.262
H 2.786 -3.133 0.921
O 3.679 -2.804 0.690
H -3.490 -1.456 0.436
H -4.450 -1.134 1.589
O -3.740 -0.712 1.081
*
```